1.
Density functional theory data (wB97M-V/def2-TZVPD) for a 3-piece molecular cluster, C5H10N5O3 overall.

Summary:
Charge   -1
Energy above the lowest of the compared OMol25 structures with the same formula, charge and spin   0.0 kJ/mol
Electronic energy   -18937.8941 eV
Frontier orbital gap   8.285 eV

Element x y z (Å)
C (-2.4353, 0.0905, -1.1043)
C (-0.6519, -2.8923, 0.6587)
C (1.4650, -0.3581, -0.6383)
C (1.9450, 1.2868, 1.0357)
C (0.9308, 2.1233, -1.0716)
N (0.4337, -3.5299, 0.7434)
N (-2.8721, 0.2536, 1.1599)
N (-3.3583, 0.5522, 0.0342)
N (1.2627, -4.3054, 0.7809)
N (1.5818, 1.0540, -0.3235)
O (-2.2507, -1.1238, -1.2859)
O (2.0002, -1.1927, 0.0084)
O (-1.8436, 1.0962, -1.5180)
H (-0.8740, -1.9677, 1.1593)
H (-1.1279, -2.8791, -0.3122)
H (0.8248, -0.5014, -1.5694)
H (1.0791, 1.6752, 1.6058)
H (2.4382, 0.4655, 1.4787)
H (2.6557, 2.1550, 1.1014)
H (-0.2174, 2.1322, -1.1790)
H (1.2169, 3.0265, -0.4935)
H (1.1923, 1.9643, -2.1108)
H (-3.3950, 0.8750, 1.8400)

Forces on atoms 1 to 6 (eV/Å):
1.15 -0.83 1.45
-1.74 1.58 -0.92
-1.28 4.25 -1.65
0.04 3.16 0.18
-1.77 -0.26 0.44
1.11 -1.87 0.34



2.
Density functional theory data (wB97M-V/def2-TZVPD) for an isolated ion of composition C5H10N7 and charge +1.

Summary:
Charge   +1
SMILES   NC1(N)NC(=[NH2+])Nc2nc[nH]c21
Energy above the lowest of the compared OMol25 structures with the same formula, charge and spin   64.2 kJ/mol
Electronic energy   -15772.0470 eV
Frontier orbital gap   9.296 eV

Element x y z (Å)
C (2.1215, 0.5165, -2.1634)
C (0.9775, -0.0866, -0.3908)
C (0.3806, 0.9367, -1.0685)
C (-1.6310, 0.8867, 0.0906)
C (0.3438, -0.7521, 0.7845)
N (1.1538, 1.3968, -2.0352)
N (2.1513, -0.2886, -1.0961)
N (-0.8765, 1.4554, -0.8495)
N (-1.1061, -0.2654, 0.6491)
N (-2.9984, 1.1255, 0.3221)
N (0.8226, -0.4073, 2.1180)
N (0.4003, -2.1500, 0.7630)
H (2.8977, 0.4064, -2.8113)
H (2.8834, -0.9374, -0.8564)
H (-1.2144, 2.2085, -1.5078)
H (-1.7714, -0.5896, 1.3764)
H (-3.3813, 1.7206, -0.4461)
H (-3.6821, 0.4969, 0.7543)
H (1.1410, 0.5533, 2.2211)
H (1.5183, -1.1724, 2.3662)
H (-0.2938, -2.4952, 0.1339)
H (0.1632, -2.5586, 1.6460)

Forces on atoms 1 to 6 (eV/Å):
-0.76 1.08 2.79
-0.37 0.15 -0.04
0.97 -0.35 0.81
-1.16 -3.50 0.19
0.01 1.23 1.22
-0.15 0.09 -3.05



3.
Density functional theory data (wB97M-V/def2-TZVPD) for an isolated ion of composition C5H10NO and charge -1.

Summary:
Charge   -1
SMILES   C=NCCCC[O-]
Energy above the lowest of the compared OMol25 structures with the same formula, charge and spin   80.0 kJ/mol
Electronic energy   -8883.2887 eV
Frontier orbital gap   5.683 eV

Element x y z (Å)
C (1.2462, -0.1587, 2.0856)
O (1.1556, -0.8007, 3.2565)
C (0.2212, -0.6048, 1.0163)
C (0.2841, 0.1120, -0.3315)
C (-0.7991, -0.4434, -1.2798)
C (-1.3037, 1.4994, -2.4900)
N (-0.8972, 0.2940, -2.5660)
H (1.1276, 0.9671, 2.1982)
H (2.2799, -0.2697, 1.5746)
H (-0.7837, -0.3663, 1.4860)
H (0.3783, -1.7223, 0.8889)
H (1.2977, -0.0427, -0.7716)
H (0.1565, 1.2320, -0.1918)
H (-1.7866, -0.4374, -0.8385)
H (-0.5474, -1.4879, -1.5000)
H (-1.3353, 2.0922, -3.4071)
H (-1.6438, 1.9558, -1.5316)

Forces on atoms 1 to 6 (eV/Å):
0.89 0.17 0.21
-0.11 -0.03 -0.30
-0.73 -0.27 0.53
0.17 0.53 0.03
0.62 0.29 -0.61
0.07 -1.03 0.28



4.
Density functional theory data (wB97M-V/def2-TZVPD) for an isolated molecule of C5H10NO.

Summary:
Energy above the lowest of the compared OMol25 structures with the same formula, charge and spin   145.0 kJ/mol
Spin multiplicity   2
Electronic energy   -8880.8153 eV
Frontier orbital gap (spin up / spin down)   9.329 / 7.910 eV

Element x y z (Å)
N (0.5336, 0.1267, 1.2480)
C (1.3534, 1.0169, 0.3865)
C (1.1085, 0.7786, -1.1113)
C (-0.3302, 0.2171, -1.0212)
C (-0.6579, -0.1174, 0.4928)
C (-1.3450, -1.8583, 0.4418)
O (-2.3695, -1.8021, -0.3802)
H (0.4379, 0.6031, 2.1303)
H (1.2353, 2.0651, 0.6490)
H (2.3909, 0.9037, 0.6838)
H (1.3271, 1.7218, -1.6279)
H (1.8308, -0.1067, -1.3345)
H (-1.0480, 0.9746, -1.4530)
H (-0.5710, -0.4939, -1.7719)
H (-1.5868, 0.3058, 0.8997)
H (-0.4792, -2.6020, 0.3827)
H (-1.8300, -1.7330, 1.3853)

Forces on atoms 1 to 6 (eV/Å):
-0.27 0.30 -1.97
1.64 0.63 0.85
0.88 -2.59 2.13
-1.23 2.35 -0.40
-0.48 -0.79 -1.23
-0.34 0.94 -0.32



5.
Density functional theory data (wB97M-V/def2-TZVPD) for a 2-piece molecular cluster, C5H10NO overall.

Summary:
Charge   +1
Energy above the lowest of the compared OMol25 structures with the same formula, charge and spin   436.8 kJ/mol
Electronic energy   -8874.0531 eV
Frontier orbital gap   7.964 eV

Element x y z (Å)
C (2.5303, 1.4846, -0.8339)
C (2.3402, 0.4477, -0.0535)
C (-1.7805, 0.7981, 0.6209)
C (-0.9298, 0.0978, -0.4851)
C (2.4127, -0.6668, 0.5924)
N (-0.2073, -0.8217, -0.0562)
O (3.3045, -1.6962, 0.2390)
H (3.1367, 2.2402, -0.4876)
H (-2.0863, 1.8394, 0.4646)
H (-2.8198, 0.1259, 0.5094)
H (-1.3771, 0.5797, 1.5980)
H (2.2215, 1.4767, -1.9368)
H (-1.1675, 0.3338, -1.5418)
H (1.8280, -0.9182, 1.4241)
H (-0.1566, -0.8376, 0.9578)
H (0.1212, -1.4902, -0.7919)
H (3.8021, -1.3475, -0.6111)

Forces on atoms 1 to 6 (eV/Å):
-1.40 -2.29 -1.92
0.49 1.09 -0.92
-2.08 -2.09 -2.27
-3.77 3.42 1.20
1.66 -1.18 -0.87
0.30 -1.71 -1.98



6.
Density functional theory data (wB97M-V/def2-TZVPD) for an isolated ion of composition C5H10NO and charge +1.

Summary:
Charge   +1
SMILES   C=C([NH3+])CCC=O
Energy above the lowest of the compared OMol25 structures with the same formula, charge and spin   292.6 kJ/mol
Electronic energy   -8875.5480 eV
Frontier orbital gap   10.993 eV

Element x y z (Å)
O (1.4637, 1.2036, -1.1594)
C (1.9632, 0.0575, -1.2083)
C (1.2986, -0.8952, -0.1209)
C (0.4638, -0.0812, 0.9376)
C (-0.8930, 0.0893, 0.4799)
C (-1.8995, -0.7454, 0.6393)
N (-1.0363, 1.2939, -0.2981)
H (2.5076, -0.2905, -2.0570)
H (1.9978, -1.5046, 0.3815)
H (0.7602, -1.5104, -0.7697)
H (0.2639, -0.6883, 1.7913)
H (1.0294, 0.7849, 1.5253)
H (-2.7265, -0.8055, -0.2413)
H (-1.7586, -1.5885, 1.3231)
H (-0.1551, 1.5228, -0.8109)
H (-1.4377, 1.8672, 0.4940)
H (-1.8412, 1.2905, -0.9063)

Forces on atoms 1 to 6 (eV/Å):
1.95 -1.75 -1.29
-4.23 2.07 2.98
1.88 2.94 -0.09
2.23 0.04 1.94
-0.44 -0.25 -0.60
-1.46 -0.98 -2.61



7.
Density functional theory data (wB97M-V/def2-TZVPD) for an isolated ion of composition C5H10NO and charge +1.

Summary:
Charge   +1
Energy above the lowest of the compared OMol25 structures with the same formula, charge and spin   351.1 kJ/mol
Spin multiplicity   3
Electronic energy   -8870.5734 eV
Frontier orbital gap (spin up / spin down)   7.047 / 4.706 eV

Element x y z (Å)
C (1.5493, -1.4180, -1.2974)
C (0.2018, 0.7060, -1.7628)
C (0.3323, 0.5947, -0.2759)
C (-0.4429, -0.2483, 1.9679)
C (-0.8816, 0.2261, 0.5864)
N (0.9035, -0.3553, -1.1494)
O (-1.6316, 1.4083, 0.6184)
H (1.9293, -1.9592, -0.4383)
H (1.7462, -1.8101, -2.2894)
H (-0.7476, 0.4626, -2.2267)
H (0.7837, 1.4350, -2.3135)
H (1.0218, 1.2588, 0.2370)
H (0.0811, 0.5474, 2.4919)
H (0.2061, -1.1164, 1.8945)
H (-1.3144, -0.5290, 2.5545)
H (-1.4496, -0.5735, 0.0776)
H (-2.2874, 1.3708, 1.3253)

Forces on atoms 1 to 6 (eV/Å):
4.60 -7.79 -0.90
0.08 -0.43 -0.57
0.89 -1.20 -1.60
-0.84 -0.18 0.25
0.86 1.39 1.12
-5.17 8.40 1.60



8.
Density functional theory data (wB97M-V/def2-TZVPD) for C5H10NO2 as an isolated structure.

Summary:
Charge   -1
Energy above the lowest of the compared OMol25 structures with the same formula, charge and spin   820.0 kJ/mol
Electronic energy   -10925.7656 eV
Frontier orbital gap   5.318 eV

Element x y z (Å)
C (-0.8089, 1.1257, 0.9107)
N (-1.9792, 0.6672, 0.9615)
C (-2.7820, 0.6931, -0.4592)
O (-2.6448, -0.4566, -0.9978)
C (0.4169, -0.9837, -0.4846)
C (1.5983, -0.3585, -0.3644)
C (2.9117, -0.9649, 0.1005)
O (3.9516, -0.1383, -0.0962)
H (-0.0403, 0.9850, 1.6712)
H (-0.5536, 1.9961, 0.2832)
H (-1.2616, -0.1857, 0.6169)
H (-2.3239, 1.5524, -1.0233)
H (-3.8060, 1.0152, -0.1622)
H (-0.3112, -0.6557, -1.2089)
H (0.0961, -1.7677, 0.1996)
H (1.7455, 0.6625, -0.7188)
H (2.7755, -1.2434, 1.1873)
H (3.0157, -1.9429, -0.4154)

Forces on atoms 1 to 6 (eV/Å):
2.82 4.44 0.59
-0.77 -2.65 -0.86
-0.87 0.76 -0.89
0.16 -0.27 0.31
-0.30 0.80 0.38
0.16 -0.54 -0.17



9.
Density functional theory data (wB97M-V/def2-TZVPD) for an isolated ion of composition C5H10NO2 and charge -1.

Summary:
Charge   -1
SMILES   CC(=O)N(C)CC[O-]
Energy above the lowest of the compared OMol25 structures with the same formula, charge and spin   229.4 kJ/mol
Electronic energy   -10931.8871 eV
Frontier orbital gap   6.528 eV

Element x y z (Å)
C (-0.2280, 2.3335, -0.8384)
C (-0.3317, 1.4601, 0.3750)
N (0.1809, 0.2017, 0.3474)
C (0.0512, -0.5147, 1.6151)
C (0.7026, -0.4017, -0.8425)
C (0.7711, -2.1379, -0.8181)
O (-0.4213, -2.6377, -0.9280)
O (-0.9628, 1.8845, 1.3522)
H (0.7941, 2.5350, -1.1555)
H (-0.8506, 1.9014, -1.6290)
H (-0.7196, 3.2821, -0.6038)
H (0.1189, -1.5810, 1.4268)
H (-0.8832, -0.2592, 2.0851)
H (0.8440, -0.2238, 2.3324)
H (0.0044, -0.2234, -1.6543)
H (1.7101, -0.1177, -1.1969)
H (1.3486, -2.3848, 0.1019)
H (1.4745, -2.2176, -1.6872)

Forces on atoms 1 to 6 (eV/Å):
-0.59 0.43 -0.32
-0.58 -0.52 0.61
-0.17 1.26 0.95
0.76 -0.29 -0.10
0.62 -2.50 -0.70
-0.49 2.79 -0.35



10.
Density functional theory data (wB97M-V/def2-TZVPD) for an isolated ion of composition C5H10NO2 and charge -1.

Summary:
Charge   -1
Energy above the lowest of the compared OMol25 structures with the same formula, charge and spin   286.7 kJ/mol
Electronic energy   -10931.2932 eV
Frontier orbital gap   6.678 eV

Element x y z (Å)
C (-1.4790, -1.3509, -0.1888)
N (-0.5597, -0.5845, 0.3935)
C (-0.6252, -0.2184, 1.8142)
C (0.2916, 0.1164, -1.8140)
C (0.6150, -0.0915, -0.3147)
C (1.0750, 1.2506, 0.2129)
O (1.5836, 1.1647, 1.5143)
O (-1.3305, -2.0923, -1.1607)
H (-2.4680, -1.3494, 0.2918)
H (-1.3313, 0.5571, 2.1295)
H (-0.7178, -1.1237, 2.4234)
H (0.7877, 0.5683, 1.9491)
H (-0.7197, 0.5106, -1.9531)
H (0.3160, -0.8165, -2.3745)
H (1.0424, 0.7143, -2.3444)
H (1.4028, -0.8412, -0.3467)
H (1.8826, 1.6528, -0.4029)
H (0.2344, 1.9337, 0.1712)

Forces on atoms 1 to 6 (eV/Å):
-0.19 -0.98 -0.26
-0.07 1.34 0.73
0.42 -0.41 0.71
-0.02 -0.48 -0.59
-0.40 -0.26 -2.36
0.99 -0.35 1.06



- Which of these has the lowest electronic energy?
  C5H10N5O3



- Which of these has the lowest electronic energy?
  C5H10N5O3



- What is the formula in the first record?
  C5H10N5O3



- The lowest electronic energy belongs to which entry?
  C5H10N5O3